The following is a quantum chemistry calculation of a cluster of 5 separate species, C16H35N3O5P in total, from the Open Molecules 2025 dataset.

Each line ends with the Löwdin charge.
CARTESIAN COORDINATES (ANGSTROEM)
H: 0.329 -2.682 -0.257  0.09
H: -1.922 -3.422 -2.215  0.10
H: -3.173 -4.813 -7.222  0.08
C: -0.993 -3.976 -2.373  -0.02
C: -2.212 -4.376 -7.477  -0.02
P: 3.851 -0.753 0.804  0.70
H: -2.757 -5.558 -0.817  0.09
H: -1.067 -4.479 -3.339  0.06
H: -0.896 3.103 6.576  0.08
H: -1.486 -6.592 -0.123  0.09
H: 0.277 6.868 1.153  0.09
H: -1.826 -4.851 -8.380  0.09
H: 1.571 6.634 2.339  0.10
C: -0.432 5.020 5.733  -0.50
H: -0.801 1.539 -0.081  0.13
O: -1.569 -5.144 -5.322  0.05
H: -0.906 -2.207 1.565  0.13
C: 1.184 -0.924 -0.031  -0.40
H: -2.338 -3.312 -7.682  0.09
C: -1.245 -4.572 -6.339  -0.49
H: 0.339 1.733 1.216  0.09
H: -1.853 6.432 4.985  0.08
O: 0.724 3.827 1.387  0.04
H: 0.106 -2.947 -6.701  0.09
H: 3.094 5.571 0.457  0.09
C: -1.800 5.655 5.744  -0.02
C: -0.994 -1.438 0.793  -0.12
O: 0.211 -4.766 -0.508  0.03
N: 0.080 -1.690 -0.217  0.10
C: 0.148 -4.024 -6.529  -0.02
H: 0.616 -4.487 -7.398  0.09
H: -1.815 0.328 1.683  0.13
C: 2.190 5.126 0.039  -0.02
O: 0.429 5.377 4.962  0.06
C: -0.189 3.919 6.736  -0.02
H: 0.826 3.545 6.632  0.08
N: 1.003 0.390 -0.224  0.12
H: 1.853 0.931 -0.144  0.10
H: 0.750 -4.228 -5.646  0.08
H: -0.011 5.900 2.622  0.06
H: -2.001 6.093 6.723  0.09
C: -0.764 -4.915 -1.226  -0.48
O: 4.460 -1.490 1.914  -0.36
N: 2.343 -1.475 0.350  0.00
H: 2.437 4.172 -0.423  0.07
C: -1.773 -5.999 -0.987  0.00
H: 2.354 -2.489 0.434  0.14
H: -0.291 -0.151 2.386  0.12
H: 3.435 0.559 1.064  0.02
H: -0.154 -3.284 -2.386  0.07
C: -0.823 -0.058 1.434  -0.14
C: -0.118 0.989 0.568  -0.12
H: -1.971 -1.572 0.327  0.12
C: 0.715 6.159 1.858  -0.01
H: -0.334 4.297 7.749  0.09
H: -1.840 -6.641 -1.867  0.10
H: 1.802 5.804 -0.723  0.09
C: 1.162 4.929 1.125  -0.48
H: 4.573 -0.737 -0.392  0.03
H: -2.565 4.902 5.548  0.09

The calculation puts the electronic energy at -1512.26953 a.u. The LUMO energy is -2.777 eV. The energy relative to the best compared isomer or geometry (same formula, charge and spin) is 0.0 kcal per mole. Its charge is +1.

=====

The following is a quantum chemistry calculation of a cluster of 3 separate species, C16H35O4PS2 in total, from the Open Molecules 2025 dataset.

Each line ends with the Löwdin charge.
CARTESIAN COORDINATES (ANGSTROEM)
C: -1.354 3.806 5.671  -0.22
H: -5.189 -4.375 -1.498  0.11
H: -2.402 3.683 5.389  0.12
C: -0.232 0.552 -2.267  -0.50
H: -1.308 4.540 6.473  0.11
S: -2.477 -4.658 -3.845  0.65
H: 3.643 -0.489 -1.788  0.10
C: 1.990 1.404 -0.480  -0.24
H: 5.258 -0.127 -2.329  0.10
H: -1.387 1.951 6.830  0.11
H: 1.929 0.359 -0.793  0.07
H: -0.870 0.614 -3.150  0.07
H: 0.218 2.613 6.551  0.12
H: -1.412 1.793 -0.993  0.09
H: 0.698 3.040 -0.051  0.11
H: 0.244 0.935 4.853  0.10
O: -1.892 -3.361 -4.069  -0.34
H: 5.598 1.018 0.015  0.07
O: -1.484 2.674 2.576  -0.32
C: -4.377 -4.908 -1.991  -0.21
H: 3.902 1.556 -3.201  0.10
H: 3.051 3.170 -0.989  0.11
C: 2.782 2.236 -1.490  -0.19
C: -4.218 -4.437 -3.441  -0.22
H: -2.867 -3.605 -1.134  0.10
C: 0.595 1.969 -0.250  -0.23
H: -2.995 -5.162 -0.313  0.11
C: -0.403 1.808 -1.413  -0.28
H: 0.158 1.550 0.656  0.08
C: 4.470 0.214 -1.654  -0.27
H: -1.977 -6.322 -2.253  0.11
H: -1.026 5.013 3.848  0.11
O: -2.319 -5.704 -4.821  -0.32
P: -0.809 -0.961 -1.388  0.81
O: 0.985 2.667 2.983  -0.32
S: -0.364 2.769 3.477  0.65
H: -0.963 -4.867 -2.037  0.10
H: -4.621 -5.972 -1.972  0.12
C: -0.761 2.455 6.095  -0.21
C: -3.033 -4.674 -1.286  -0.22
H: 4.179 0.087 0.507  0.05
H: 4.896 2.281 -1.969  0.10
C: 4.990 0.143 -0.219  -0.11
H: 2.509 1.410 0.481  0.10
H: -4.429 -3.375 -3.553  0.10
H: -0.368 2.681 -2.069  0.10
H: 2.106 2.525 -2.299  0.10
C: -0.543 4.256 4.460  -0.23
C: -0.611 1.604 4.828  -0.22
H: 0.793 0.439 -2.621  0.06
H: -0.387 -1.912 -2.334  -0.12
C: 4.048 1.607 -2.120  -0.21
H: 0.264 -1.142 -0.492  -0.12
H: 0.460 4.578 4.740  0.11
H: -1.515 1.044 4.597  0.10
H: -4.804 -5.010 -4.154  0.10
C: -1.970 -5.233 -2.226  -0.23
H: 5.601 -0.749 -0.077  0.07

Its SMILES is O=S1(=O)CCCC1.O=S1(=O)CCCC1.CCCCCCCCP. The calculation puts the electronic energy at -2069.27422 a.u. The LUMO energy is 0.667 eV.

=====

The following is a quantum chemistry calculation of a structure of composition C16H36AlBBrFKLiN5O10P, from the Open Molecules 2025 dataset.

Each line ends with the Löwdin charge.
CARTESIAN COORDINATES (ANGSTROEM)
H: 0.247 -6.200 -3.271  0.08
C: 0.185 -3.009 3.091  -0.08
C: -1.143 4.462 -1.278  -0.05
H: 1.519 3.228 0.207  0.01
F: 0.122 2.513 2.389  -0.80
H: -3.301 -7.577 0.103  0.12
C: -0.620 -4.293 3.206  -0.29
O: 1.064 1.431 -4.356  0.09
O: 0.664 -0.155 -2.853  0.05
H: 5.268 6.445 0.631  0.09
C: 4.161 -1.630 -0.177  -0.06
H: 1.385 -0.673 -0.574  0.09
H: -5.226 4.211 -0.954  0.12
H: -3.972 6.221 -1.115  0.18
H: -1.621 -8.074 -0.098  0.11
O: -8.261 3.201 0.135  -0.04
C: 1.358 4.291 -0.082  -0.32
H: -1.430 -4.146 3.923  0.12
H: 1.977 4.144 -2.610  0.14
N: 4.106 -0.216 -0.577  -0.12
O: 0.975 -5.399 1.448  -0.23
Li: -1.089 4.330 2.108  0.74
C: 4.376 8.087 1.620  -0.27
K: -4.586 1.483 -1.816  0.99
H: 0.820 -2.998 2.204  0.05
H: 1.868 -0.199 1.087  0.11
N: -4.521 3.559 -0.581  -0.04
C: 1.747 0.143 0.056  0.02
O: -0.309 -4.550 -0.377  -0.24
H: 1.443 -5.254 -1.230  0.11
H: 3.211 -1.972 0.223  0.11
H: -2.587 -8.895 2.069  0.09
O: -1.937 -6.065 0.310  -0.20
C: -2.248 -7.865 1.953  -0.08
O: -1.214 -4.646 1.958  -0.22
C: -2.037 3.379 -0.978  0.09
H: -0.486 -2.150 3.005  0.07
C: -0.257 -6.032 -2.318  -0.08
C: 4.282 6.764 0.968  -0.10
C: 0.436 -4.937 -1.525  -0.31
N: -3.277 4.144 -0.906  -0.17
H: -0.012 -5.113 3.588  0.11
H: 0.682 4.764 0.770  -0.08
Al: 4.933 -0.636 -2.447  1.03
O: -0.236 1.727 -2.571  0.01
P: -0.410 -5.615 0.886  0.66
H: 4.424 -2.245 -1.053  0.02
B: 0.490 4.404 -1.475  -0.38
H: 4.945 0.221 -0.963  -0.02
H: 0.813 -2.868 3.973  0.08
Br: 1.948 4.355 2.100  0.63
H: 4.937 -1.747 0.578  0.11
N: 4.449 9.106 2.122  0.13
N: -1.834 5.669 -1.382  0.16
H: 3.614 6.824 0.109  0.06
H: 1.007 0.939 0.048  0.08
H: -2.878 -7.212 2.561  0.09
H: -0.249 -6.975 -1.764  0.06
H: -1.230 -7.798 2.356  0.07
H: 2.292 4.891 -0.137  0.04
C: -2.292 -7.447 0.496  -0.29
H: -1.838 2.300 -0.838  0.14
H: 3.890 6.030 1.676  -0.02
O: 1.069 4.488 -2.710  0.19
H: -8.882 3.833 0.517  0.06
H: -4.612 3.674 0.440  0.14
H: -1.300 -5.774 -2.507  0.08
H: -7.420 3.666 0.148  -0.01
C: 0.530 1.020 -3.321  -0.95
C: 3.025 0.664 -0.494  -0.49
C: -3.161 5.466 -1.136  0.00
O: 3.156 1.805 -0.872  0.09
H: 0.541 -4.048 -2.153  0.11
H: -1.427 6.576 -1.601  0.20

The calculation puts the electronic energy at -5546.56832 a.u. The LUMO energy is -8.133 eV. Its charge is +2.

=====

The following is a quantum chemistry calculation of a structure of composition C16H36AlN2O4, from the Open Molecules 2025 dataset.

Each line ends with the Löwdin charge.
CARTESIAN COORDINATES (ANGSTROEM)
H: 1.401 -4.097 -0.208  0.05
H: 1.534 -1.000 -4.163  0.03
H: -1.378 -1.475 -4.330  -0.08
H: 0.253 -3.104 0.406  0.06
O: -1.764 0.201 0.462  -0.02
H: 4.719 1.355 -0.966  0.12
H: -2.823 -2.675 2.437  0.07
N: -4.082 3.569 3.945  0.01
H: 4.652 -1.678 -1.269  0.12
H: 7.095 1.122 -1.134  0.09
H: -3.387 0.282 2.600  0.08
H: 3.864 -0.931 -3.610  0.10
H: -4.325 -1.805 2.139  0.07
N: 0.666 -3.445 -0.455  -0.01
C: -1.469 0.048 1.751  -0.53
H: 3.915 0.176 0.066  0.13
C: -4.592 3.988 1.576  -0.01
H: 5.750 -0.662 -2.221  0.10
H: -3.582 4.309 1.320  0.09
C: -1.158 0.239 -1.891  -0.24
H: -5.007 3.431 0.742  0.09
C: -0.367 -4.085 -1.287  -0.39
H: -3.088 -1.848 0.896  0.06
H: -2.064 -3.566 -2.485  0.03
O: -0.407 0.354 2.243  0.08
H: -5.203 4.874 1.759  0.08
C: -4.581 3.072 2.778  -0.54
H: 1.723 -2.526 -3.320  0.04
C: -2.632 -0.505 2.547  -0.14
O: 5.903 0.260 0.333  -0.19
H: 7.844 0.816 0.448  0.08
H: 1.758 0.116 -1.812  0.08
C: -0.650 0.389 -0.462  -0.24
C: -3.545 4.886 4.198  -0.09
C: 1.364 -1.494 -3.193  -0.28
H: 3.673 0.668 -2.922  0.10
H: 0.106 -0.352 -0.189  0.09
C: 7.150 0.418 -0.294  -0.14
H: -0.767 1.081 -2.479  0.04
H: -2.500 4.830 4.511  0.08
H: -0.217 1.374 -0.265  0.11
C: 4.795 -0.677 -1.687  -0.21
C: 4.795 0.336 -0.556  -0.24
Al: -0.630 -1.468 -2.856  0.30
C: 3.657 -0.402 -2.677  -0.22
C: -1.365 -3.060 -1.807  -0.27
H: -4.088 2.902 4.700  0.14
H: -3.593 5.487 3.294  0.07
H: -2.243 -0.671 3.550  0.11
O: -4.984 1.925 2.713  0.03
H: -1.967 -2.701 -0.959  0.02
H: -2.246 0.355 -1.902  0.04
H: -4.111 5.400 4.978  0.08
C: 2.257 -0.797 -2.157  -0.30
H: 7.548 -0.529 -0.673  0.08
H: 2.382 -1.460 -1.296  0.08
C: -3.248 -1.785 1.970  -0.08
H: 0.134 -4.584 -2.122  0.09
H: -0.876 -4.883 -0.717  0.08

The calculation puts the electronic energy at -1284.17972 a.u. The LUMO energy is 2.359 eV. Its charge is -1.

=====

The following is a quantum chemistry calculation of a cluster of 4 separate species, C16H36B3BrN2O9 in total, from the Open Molecules 2025 dataset.

Each line ends with the Löwdin charge.
CARTESIAN COORDINATES (ANGSTROEM)
H: -2.096 -1.890 -0.754  0.06
O: 3.249 0.095 -0.618  0.10
H: -4.183 -2.860 -3.841  0.10
H: -2.454 4.659 1.068  0.12
H: 6.450 2.969 2.500  0.08
C: 5.658 2.707 1.798  -0.06
C: 0.544 -3.162 -1.516  0.03
C: -3.784 -1.986 -4.357  0.02
H: -6.504 4.097 3.240  0.09
H: 6.052 2.812 0.786  0.07
H: 1.206 3.211 1.704  0.10
Br: -5.952 1.160 -1.205  0.83
H: -4.120 -2.020 -5.390  0.09
B: -3.156 2.801 1.307  -0.64
O: 4.070 0.935 1.227  -0.01
H: 1.879 -5.494 -1.579  0.11
O: -3.715 1.990 0.316  0.22
H: 6.431 0.442 0.024  0.07
C: -0.876 3.647 1.882  -0.21
H: -0.246 -0.409 2.039  0.07
C: 5.598 0.477 -0.671  0.02
H: 1.040 -2.232 -1.235  0.10
H: -5.444 3.567 4.359  0.08
H: -2.818 0.108 -2.985  0.11
H: 1.255 1.049 1.055  0.08
C: 0.234 1.418 0.975  -0.22
H: -0.723 1.033 2.914  0.07
H: -4.172 -1.096 -3.871  0.06
C: 3.360 -4.474 -0.368  -0.07
H: 1.187 -3.701 -2.205  0.08
C: 5.174 1.299 2.067  -0.23
H: -0.378 -2.917 -2.032  0.07
N: -2.079 3.718 1.008  0.13
H: 4.838 3.415 1.920  0.08
O: -1.693 -2.769 -5.171  0.10
H: -0.059 1.206 -0.054  0.10
H: -3.648 -1.864 -1.601  0.08
H: 5.678 1.391 -1.261  0.10
O: -0.783 -3.652 0.390  0.09
C: 0.284 2.949 1.177  -0.19
C: 2.145 -5.359 -0.530  -0.24
N: -5.988 3.284 3.552  0.21
C: -0.650 0.596 1.917  -0.08
H: 5.652 -0.367 -1.352  0.09
C: -2.138 -0.566 -2.462  -0.21
C: 4.229 0.463 -0.031  -0.52
B: -5.172 2.648 2.565  -0.65
C: -2.801 -1.253 -1.291  -0.05
H: -3.168 -0.489 -0.604  0.06
O: -3.790 2.746 2.539  0.31
H: 4.772 1.218 3.075  0.12
H: 3.180 -3.477 -0.767  0.07
H: -1.111 3.183 2.844  0.10
C: -2.279 -2.104 -4.359  -0.53
O: 1.023 -4.877 0.216  0.00
B: -5.059 1.737 0.379  -1.06
O: -5.753 1.895 1.544  0.24
H: 3.617 -4.381 0.688  0.08
H: -1.662 0.463 1.533  0.06
H: 2.331 -6.349 -0.114  0.12
O: -1.556 -1.499 -3.391  -0.03
H: 4.210 -4.909 -0.897  0.08
H: 0.347 3.418 0.194  0.11
H: -1.290 0.030 -2.126  0.12
C: 0.198 -3.910 -0.255  -0.51
H: 5.977 0.567 1.981  0.11
H: -0.565 4.664 2.112  0.11

Its SMILES is CCCCNB1OB(N)OB(Br)O1.CCOC(C)=O.CCOC(C)=O.CCOC(C)=O. The calculation puts the electronic energy at -4066.88450 a.u. The LUMO energy is 0.221 eV.

=====

The following is a quantum chemistry calculation of a cluster of 6 separate species, C16H36Cl3N5O5 in total, from the Open Molecules 2025 dataset.

Each line ends with the Löwdin charge.
CARTESIAN COORDINATES (ANGSTROEM)
H: -5.330 -3.657 0.579  0.13
H: 0.689 -1.016 0.061  -0.02
H: -1.060 0.213 1.823  0.07
H: -0.099 -1.327 -3.717  0.04
H: -1.833 1.575 -0.321  0.08
C: -1.001 -2.338 -6.185  -0.05
C: -0.173 -0.699 -4.610  -0.06
N: 3.292 1.772 3.113  -0.20
C: 3.005 0.774 2.242  -0.34
H: -1.868 -1.704 -6.360  0.09
H: 4.191 2.354 -0.298  0.09
H: 0.871 1.834 -0.265  0.11
C: -3.146 2.644 2.446  -0.35
H: -2.559 -2.292 3.243  0.06
C: 1.214 -1.250 -6.514  -0.35
O: -5.740 -1.831 1.360  0.02
C: -3.558 -4.591 2.079  -0.06
N: -2.391 1.836 1.663  -0.18
O: 1.877 0.511 1.862  -0.03
C: -5.130 -2.876 1.332  -0.36
H: -3.839 -5.205 1.229  0.09
O: 1.442 -1.745 -7.605  0.00
N: -4.131 -3.258 2.150  -0.20
H: 3.622 2.687 -3.155  0.09
N: 0.117 -1.509 -5.795  -0.19
H: -3.267 0.744 0.020  0.09
H: -3.299 2.515 -0.138  0.09
C: 3.200 1.777 -2.731  -0.03
H: -1.160 -0.240 -4.630  0.09
C: 0.811 -2.082 0.201  -1.48
C: -2.752 1.675 0.274  -0.04
H: 4.007 1.058 -2.599  0.10
H: 1.283 2.230 3.490  0.07
H: -3.917 -5.102 2.981  0.09
H: 4.846 3.105 3.246  0.09
H: -2.473 -4.510 2.139  0.05
H: -0.281 1.800 1.660  0.06
H: 3.925 0.264 1.925  0.13
H: 2.446 3.543 3.880  0.10
H: 2.228 2.078 4.877  0.10
Cl: 0.570 -2.867 -1.389  0.53
H: -4.016 -1.390 3.118  0.09
O: 0.689 0.701 -1.898  0.00
H: 3.403 3.829 -0.633  0.09
H: -3.980 -2.755 4.187  0.09
C: 2.281 2.468 3.849  -0.04
H: 5.348 1.489 2.804  0.08
H: 0.590 0.056 -4.434  0.06
H: 2.669 2.631 0.485  0.06
H: -2.648 2.854 3.406  0.13
C: -3.644 -2.410 3.203  -0.06
O: -4.222 3.088 2.100  0.02
H: -0.776 -2.951 -7.055  0.09
H: 2.475 1.388 -3.442  0.07
H: 4.898 1.797 4.501  0.09
H: -1.211 -3.059 -5.390  0.09
H: -0.967 1.444 3.150  0.08
C: 3.187 2.770 -0.460  -0.06
C: 4.688 2.048 3.463  -0.04
H: 1.898 -0.548 -6.025  0.13
Cl: 2.441 -2.474 0.825  0.53
Cl: -0.383 -2.730 1.327  0.55
C: -1.139 1.265 2.086  -0.07
N: 2.483 2.089 -1.510  -0.17
C: 1.306 1.513 -1.226  -0.33

Its SMILES is ClC(Cl)Cl.CN(C)C=O.CN(C)C=O.CN(C)C=O.CN(C)C=O.CN(C)C=O. The calculation puts the electronic energy at -2661.78295 a.u. The LUMO energy is 0.094 eV.